The following is a quantum chemistry calculation of a 2-piece molecular cluster, C3H4N2O overall in a non-equilibrium geometry, from the Open Molecules 2025 dataset.

```
! wB97M-V def2-TZVPD RIJCOSX def2/J DEFGRID3
* xyz 0 1
C -0.87635 -0.18440 1.05319
C -0.04109 -1.17400 0.81674
O 0.57884 -2.14192 0.61696
H -1.92255 -0.42819 1.06839
H -0.52864 0.78093 1.39227
N -1.13119 1.18195 -1.61524
C -0.19852 0.77249 -1.06004
N 1.02467 0.31733 -0.67322
H 1.51349 -0.10435 -1.44759
H 1.58133 0.98016 -0.15146
*
```

## Properties
HOMO level, eV: -8.9
SMILES string: C=C=O.N#CN
Frontier orbital gap, eV: 9.3285
ΔE to the lowest compared entry with this formula, charge and spin, kJ/mol: 275.14



The following is a quantum chemistry calculation of C24H32BBr2Cl5F2KLiMgNNaO4 as an isolated structure in a non-equilibrium geometry, from the Open Molecules 2025 dataset.

```
! wB97M-V def2-TZVPD RIJCOSX def2/J DEFGRID3
* xyz 0 1
C -2.46687 -1.10785 -0.50097
C -2.29970 0.03224 -0.17850
C -2.00098 1.41633 0.22786
C -3.27478 2.26736 0.08871
C -4.45426 1.68464 0.89216
C -5.72083 1.55625 0.04232
O -6.09730 0.14777 0.05285
C -7.13558 -0.14518 -0.71532
C -7.65309 -1.58088 -0.55919
O -7.66809 0.61868 -1.48096
O -0.99171 1.84379 -0.64705
B -0.33502 2.91924 0.07761
C 1.30025 3.15448 -0.07233
C 2.04282 2.12093 -0.86329
C 1.75027 0.77057 -0.81624
C 2.44253 -0.18225 -1.49561
C 3.53455 0.16375 -2.28955
C 3.86198 1.50190 -2.39032
C 3.10675 2.50529 -1.66202
O -0.82859 2.94252 1.44490
C -1.49286 1.68446 1.68063
C -0.36509 0.75121 2.20625
Cl 0.76100 1.69445 3.24709
C -0.79485 -0.43354 3.07576
C 0.30615 -1.47273 3.02639
Cl -2.34420 -1.08786 2.69713
H -2.43526 -2.11460 -0.84107
H -3.10541 3.28124 0.44084
H -3.50452 2.35989 -0.97261
H -4.21666 0.74740 1.38733
H -4.70955 2.39618 1.67747
H -6.55538 2.12353 0.44844
H -5.55143 1.91898 -0.96654
H -8.38508 -1.62937 0.23794
H -8.01063 -1.96180 -1.51415
H -6.81020 -2.19854 -0.23032
H -0.82658 3.97489 -0.42599
H 1.71733 3.26717 0.93073
H 1.45478 4.11904 -0.56066
H 0.92792 0.42271 -0.21718
H 2.11239 -1.23462 -1.37377
H 4.09984 -0.59121 -2.81035
H 4.74295 1.77545 -3.01988
H 3.35427 3.58081 -1.69862
H -2.21028 1.85476 2.48310
H 0.27183 0.33141 1.42046
H -0.87120 -0.05160 4.32383
H 0.02292 -2.29164 2.35357
H 1.20370 -1.03769 2.59782
H 0.58550 -1.84422 4.00828
C 8.84894 -0.31000 -2.36570
C 8.71551 -1.73328 -2.87172
C 7.24165 -2.11271 -3.14993
C 6.47293 -1.98747 -1.91683
N 5.85423 -1.88832 -0.95773
H 8.32331 -0.18173 -1.41980
H 9.89059 -0.04001 -2.19732
H 8.42750 0.37767 -3.10240
H 9.14181 -2.42120 -2.13654
H 9.32060 -1.83672 -3.79461
H 7.16345 -3.16168 -3.52750
H 6.80987 -1.45112 -3.90773
K 4.49441 4.14970 -2.93363
Li -6.01337 -1.42727 -2.15050
Br -0.63335 -0.28451 5.98009
Mg 8.66708 -3.13796 -4.78579
F -6.09463 -3.45226 -3.36563
Br 0.81122 -2.19485 0.16815
F -2.22002 2.37248 4.36583
Na -3.54406 2.78589 5.97734
C -3.64937 -4.49553 3.06723
Cl -5.00052 -5.26222 2.22710
Cl -3.52580 -5.09419 4.72509
Cl -2.14467 -4.74438 2.19519
H -3.84105 -3.43213 3.11032
*
```

## Properties
HOMO level, eV: -6.5
Frontier orbital gap, eV: 2.6113



The following is a quantum chemistry calculation of one molecule with the formula C3H8O2 in a non-equilibrium geometry, from the Open Molecules 2025 dataset.

```
! wB97M-V def2-TZVPD RIJCOSX def2/J DEFGRID3
* xyz 0 1
C -1.05774 0.96909 -0.25985
C -0.49582 -0.30059 0.32039
O -0.96681 -1.41625 -0.39097
C 0.97029 -0.27807 0.57233
O 1.62903 0.06656 -0.69821
H -0.79831 1.80135 0.42705
H -0.75506 1.28519 -1.30518
H -2.18214 0.87645 -0.36074
H -1.05079 -0.41799 1.23372
H -0.37035 -1.49788 -1.18924
H 1.18305 0.48321 1.35972
H 1.34612 -1.25230 0.88260
H 2.54853 -0.31877 -0.59162
*
```

## Properties
HOMO level, eV: -10.2
SMILES string: C[C@@H](O)CO
Frontier orbital gap, eV: 10.9511
ΔE to the lowest compared entry with this formula, charge and spin, kJ/mol: 102.43



The following is a quantum chemistry calculation of C19H18IrNOS as an isolated structure in a non-equilibrium geometry, from the Open Molecules 2025 dataset.

```
! wB97M-V def2-TZVPD RIJCOSX def2/J DEFGRID3
* xyz 0 5
C -1.20461 1.90739 1.83753
C 0.25121 2.26308 1.77947
C 0.67018 2.12892 0.37309
H 0.72058 2.83486 2.57258
C -0.55129 1.83458 -0.44095
C -1.63797 1.64109 0.46927
H -2.66409 1.48403 0.15794
H -1.80111 2.16830 2.71326
H 1.54060 2.60507 -0.06500
H -0.66488 2.20208 -1.46738
C 1.48550 -1.64856 0.23167
C 1.38857 -1.85763 1.66909
C 0.10115 -2.34171 1.99066
H 2.19559 -1.66959 2.36818
C -0.66194 -2.42609 0.80833
C 0.14542 -2.05522 -0.32754
H 0.02590 -2.43176 -1.34289
H 2.39274 -1.64903 -0.36909
H -0.18257 -2.66708 2.98519
H -1.70295 -2.70771 0.70957
Ir 0.35764 0.00552 -0.10311
O 0.77615 -0.18618 -2.03369
C 1.00133 0.92534 -2.91581
C -0.16984 0.99039 -3.79379
H 1.15353 1.86025 -2.35180
H 1.87894 0.66968 -3.53684
H -0.99759 1.62115 -3.48736
H -1.46713 1.66893 -5.96456
C -0.99810 0.68474 -6.05793
C -0.29047 0.18828 -4.92161
C 0.31100 -1.11096 -5.01626
H 0.80694 -1.49716 -4.12028
C 0.23262 -1.83882 -6.19513
H 0.67378 -2.84048 -6.25670
C -0.40633 -1.28947 -7.32311
H -0.43496 -1.85023 -8.26158
C -1.01087 -0.01758 -7.25333
H -1.49179 0.41662 -8.13761
S -0.09133 0.48086 2.26788
C 0.12922 0.27493 3.95351
N 0.14091 0.17868 5.12349
*
```

## Properties
HOMO level (spin up / spin down), eV: -6.3 / -8.0
Frontier orbital gap (spin up / spin down), eV: 6.3859 / 6.4068
ΔE to the lowest compared entry with this formula, charge and spin, kJ/mol: 241.35



no.,M (Da)
1,84.078
2,877.738
3,76.095
4,500.643